No. 1
{
  "formula": "C4H4O",
  "method": "ωB97M-V/def2-TZVPD",
  "smiles": "C1=CC12CO2",
  "relative_energy_ev": 3.831,
  "species": ["C", "C", "C", "C", "O", "H", "H", "H", "H"],
  "xyz": [[-1.17033, -0.24252, -0.65032], [-1.30834, -0.34244, 0.62823], [0.12567, -0.16720, 0.10766], [1.33252, 0.47656, -0.02416], [1.26992, -0.94126, 0.11664], [-1.66650, -0.07288, -1.59952], [-2.06108, -0.55274, 1.43895], [1.70371, 0.96603, -0.92610], [1.77443, 0.87645, 0.90862]]
}

=====

No. 2
{
  "formula": "C58H67AsF6N7O22S4",
  "method": "ωB97M-V/def2-TZVPD",
  "total_charge": -1,
  "species": ["As", "F", "F", "F", "F", "F", "F", "C", "C", "C", "C", "C", "C", "N", "O", "O", "H", "H", "H", "H", "H", "C", "C", "C", "C", "C", "C", "N", "O", "O", "H", "H", "H", "H", "H", "C", "C", "C", "C", "C", "C", "N", "O", "O", "H", "H", "H", "H", "H", "C", "C", "C", "C", "C", "C", "N", "O", "O", "H", "H", "H", "H", "H", "C", "C", "C", "C", "C", "C", "N", "O", "O", "H", "H", "H", "H", "H", "C", "C", "C", "C", "C", "C", "N", "O", "O", "H", "H", "H", "H", "H", "C", "C", "C", "C", "C", "C", "N", "O", "O", "H", "H", "H", "H", "H", "C", "C", "C", "S", "O", "O", "C", "H", "H", "H", "H", "H", "H", "H", "H", "C", "C", "C", "S", "O", "O", "C", "H", "H", "H", "H", "H", "H", "H", "H", "C", "C", "C", "S", "O", "O", "C", "H", "H", "H", "H", "H", "H", "H", "H", "C", "C", "C", "S", "O", "O", "C", "H", "H", "H", "H", "H", "H", "H", "H"],
  "xyz": [[0.02699, -0.15600, -0.53225], [1.59303, -0.92277, -0.45150], [0.08122, 0.12345, -2.36517], [-1.54748, 0.61700, -0.50094], [0.04334, -0.43508, 1.24840], [0.91644, 1.41434, -0.30678], [-0.68477, -1.79939, -0.96556], [3.98863, 1.29017, 1.41908], [5.30361, 1.36635, 1.81635], [5.78518, 0.69409, 2.96853], [4.78356, 0.11351, 3.79114], [3.43216, 0.05951, 3.40110], [3.03532, 0.63591, 2.21942], [5.21444, -0.58251, 4.97636], [4.40897, -0.81591, 5.90066], [6.41357, -0.86083, 5.06329], [3.56943, 1.62902, 0.48321], [6.06730, 1.81980, 1.20188], [6.82176, 0.66519, 3.27030], [2.75566, -0.53361, 3.99856], [1.98446, 0.66139, 1.97154], [6.02598, -2.52550, -0.12369], [6.70935, -3.27532, 0.81714], [6.00445, -3.75237, 1.94745], [4.65655, -3.36451, 2.18215], [4.05649, -2.47519, 1.24729], [4.71473, -2.13860, 0.08807], [3.90270, -3.79189, 3.35159], [4.36941, -4.66313, 4.10329], [2.74650, -3.43803, 3.40843], [6.54284, -2.32673, -1.05091], [7.72837, -3.51337, 0.55008], [6.54340, -4.47887, 2.53748], [3.03275, -2.15466, 1.37223], [4.06639, -1.64545, -0.62106], [-4.27348, 3.29365, 0.20859], [-3.47961, 3.24440, -0.93252], [-3.30504, 4.45411, -1.64385], [-3.97383, 5.65224, -1.24847], [-4.75597, 5.67645, -0.09474], [-4.95284, 4.47829, 0.57530], [-3.89614, 6.87173, -2.02403], [-4.02040, 7.92081, -1.44367], [-3.65217, 6.74178, -3.19933], [-4.37418, 2.49038, 0.92344], [-2.91645, 2.35139, -1.16010], [-2.79445, 4.49387, -2.59470], [-5.44541, 6.50217, 0.00151], [-5.55030, 4.46385, 1.47487], [-4.77530, -1.62215, 0.48463], [-3.79614, -2.05792, -0.33591], [-3.76084, -3.43780, -0.70463], [-4.78256, -4.25940, -0.17070], [-5.70472, -3.78602, 0.77252], [-5.69466, -2.45906, 1.09764], [-4.79674, -5.67303, -0.60723], [-5.85054, -6.21065, -0.68641], [-3.74061, -6.23496, -0.88890], [-4.66448, -0.57845, 0.73921], [-3.13157, -1.30708, -0.73714], [-3.05158, -3.84319, -1.41103], [-6.42427, -4.43404, 1.25077], [-6.38019, -2.08021, 1.84123], [-0.14834, 0.08033, -6.98656], [-1.28523, -0.41263, -7.64650], [-2.01586, -1.47827, -7.10043], [-1.58379, -1.96728, -5.81554], [-0.45209, -1.47028, -5.19635], [0.29113, -0.40665, -5.77331], [-2.42325, -2.96943, -5.20315], [-2.50080, -3.09904, -4.00027], [-3.11318, -3.68847, -5.96458], [0.29632, 0.95636, -7.43518], [-1.66694, 0.21639, -8.43709], [-2.91069, -1.87027, -7.56087], [-0.18168, -1.87522, -4.23234], [1.10794, 0.13670, -5.32166], [1.17487, 4.19533, 1.58718], [0.05590, 4.40476, 0.75635], [-0.85357, 5.37700, 1.05611], [-0.75261, 6.22481, 2.17997], [0.33544, 5.95853, 3.04124], [1.27365, 4.91304, 2.76086], [-1.75276, 7.32403, 2.42997], [-1.86665, 7.84077, 3.53466], [-2.46671, 7.63923, 1.51316], [1.87583, 3.39161, 1.41660], [-0.14915, 3.87257, -0.16078], [-1.71199, 5.47600, 0.40825], [0.44575, 6.59555, 3.90637], [2.06016, 4.66464, 3.45806], [4.05688, -1.99092, -3.76837], [3.02445, -1.20624, -3.30569], [3.39069, 0.06421, -2.80424], [4.71408, 0.55547, -2.75633], [5.76013, -0.29328, -3.30372], [5.39180, -1.52353, -3.87011], [5.07594, 1.89586, -2.26253], [6.06626, 1.95393, -1.50202], [4.33550, 2.85089, -2.36386], [3.81218, -2.99951, -4.06715], [2.02203, -1.59598, -3.20742], [2.57020, 0.66013, -2.43264], [6.75981, 0.08698, -3.45347], [6.16506, -2.18174, -4.23785], [-1.65128, 2.57042, 3.40829], [-2.76762, 3.66313, 3.34198], [-4.04549, 3.01094, 4.02640], [-3.96770, 1.17751, 3.56298], [-4.96079, 0.75942, 2.61794], [-3.81880, 0.40244, 4.80931], [-2.23946, 1.33860, 2.74578], [-1.50447, 2.35909, 4.46748], [-0.73409, 2.88568, 2.91081], [-2.89892, 4.02995, 2.32399], [-2.53959, 4.58700, 3.87356], [-4.95525, 3.50222, 3.68131], [-4.14627, 2.98459, 5.11141], [-2.39601, 1.59609, 1.69826], [-1.67636, 0.40557, 2.76741], [-3.41851, -3.19136, 3.78125], [-2.13988, -2.77721, 2.96040], [-1.03066, -3.54104, 3.76354], [-1.31911, -3.17533, 5.49853], [-0.90933, -1.80135, 5.78079], [-0.91791, -4.28294, 6.39304], [-3.17231, -3.16728, 5.30651], [-3.63057, -4.22293, 3.50019], [-4.24635, -2.61955, 3.36196], [-1.94169, -1.70660, 2.90919], [-2.26483, -3.09572, 1.92549], [0.00229, -3.30661, 3.50634], [-1.19450, -4.60161, 3.57261], [-3.44931, -2.25646, 5.83734], [-3.57955, -3.96933, 5.92211], [1.65129, 2.97794, -4.44097], [1.18384, 3.37863, -3.01899], [0.55314, 4.73053, -3.25839], [-0.26925, 4.68305, -4.90429], [0.26301, 5.83541, -5.69384], [-1.71268, 4.44864, -4.76538], [0.54258, 3.18516, -5.48198], [2.09323, 1.98239, -4.48173], [2.43415, 3.67360, -4.74312], [1.98590, 3.50430, -2.29166], [0.42434, 2.72544, -2.58932], [1.35821, 5.46410, -3.30120], [-0.18300, 5.18530, -2.59553], [0.75654, 3.32803, -6.54118], [-0.27180, 2.47579, -5.33474], [0.35771, -4.99792, -0.95143], [0.91481, -4.23154, 0.25359], [1.79203, -5.31993, 0.97177], [0.79118, -6.87749, 0.93406], [-0.04259, -6.96846, 2.17279], [1.66738, -7.97551, 0.64480], [-0.19308, -6.30838, -0.51180], [1.21774, -5.23942, -1.57604], [-0.33949, -4.41334, -1.55167], [0.08152, -3.79287, 0.80251], [1.64636, -3.46150, 0.00867], [2.05511, -5.14852, 2.01556], [2.69244, -5.57716, 0.41392], [-1.17497, -6.11637, -0.07921], [-0.13694, -7.10439, -1.25431]]
}

=====

HOMO level? In order: -0.3438 -0.2961 Eh.